Molecular formula: C41H61BNO25P
Method: DFT, ωB97M-V/def2-TZVPD

Each line ends with the Mulliken charge.
Geometry (Å):
N: -1.47855 0.61685 -4.55469  -0.55
B: -0.59517 -0.52982 -4.80257  0.78
O: -0.18973 -0.82734 -6.06812  -0.64
C: -0.12659 -1.39503 -3.56351  0.87
C: 1.11803 -1.70142 -3.22404  0.30
C: 2.37744 -1.36639 -3.93333  -0.34
P: 3.49478 -2.79659 -3.95438  0.81
O: 4.44691 -2.82588 -2.85388  -0.65
O: 4.20746 -2.74049 -5.36469  -0.51
O: 2.61306 -4.11653 -4.02399  -0.52
C: 1.04251 -2.48678 -1.97358  -0.37
O: 1.90014 -2.95065 -1.28205  -0.49
O: -0.29967 -2.65703 -1.64421  -0.23
C: -1.04164 -1.94983 -2.55056  0.06
O: -2.24611 -1.80857 -2.47052  -0.61
H: -0.96893 1.21695 -3.91287  0.13
H: -2.22878 0.25426 -3.96763  0.18
H: -0.84153 -1.30855 -6.57229  0.33
H: 2.18813 -1.06973 -4.95012  0.37
H: 2.87918 -0.56092 -3.43889  0.33
H: 4.81088 -3.48794 -5.35536  0.34
H: 2.58259 -4.46847 -3.12851  0.35
O: 3.81669 1.01822 -5.03892  -0.58
C: 3.09839 1.96726 -4.93591  0.45
C: 3.44686 3.40502 -5.25613  -0.79
C: 2.33164 4.19042 -4.57677  -0.25
C: 1.18279 3.19721 -4.61795  -0.25
O: 1.80331 1.88538 -4.52766  -0.07
H: 3.43143 3.52556 -6.34025  0.32
H: 4.43108 3.65216 -4.87109  0.36
H: 2.09432 5.13460 -5.05254  0.43
H: 2.60365 4.40179 -3.54332  0.04
H: 0.61860 3.24122 -5.55048  0.28
H: 0.49558 3.32803 -3.78629  0.06
O: 2.17216 7.21814 -3.40233  -0.61
C: 1.07297 7.11126 -2.94519  0.57
C: 0.33110 8.09394 -2.06448  -0.63
C: -0.80363 7.24115 -1.50417  -0.09
C: -1.01170 6.22064 -2.60919  -0.54
O: 0.28791 6.03521 -3.20244  -0.23
H: -0.03369 8.91173 -2.68869  0.31
H: 0.98670 8.48066 -1.29030  0.31
H: -1.70557 7.80024 -1.26190  0.45
H: -0.46662 6.74014 -0.60597  -0.12
H: -1.69823 6.57822 -3.38044  0.37
H: -1.37124 5.26753 -2.22989  0.27
O: 3.29425 -6.65171 3.93035  -0.60
C: 3.01779 -5.86545 3.07568  0.40
C: 3.50174 -4.43474 2.96028  -0.34
C: 2.52042 -3.83454 1.95865  0.17
C: 2.13817 -5.04236 1.12056  -0.39
O: 2.21076 -6.16584 2.02809  -0.40
H: 4.52495 -4.43255 2.58101  0.40
H: 3.45481 -3.93450 3.92240  0.10
H: 2.92635 -3.01583 1.36872  0.38
H: 1.64277 -3.46444 2.48900  -0.21
H: 2.82986 -5.21166 0.29390  0.26
H: 1.13076 -4.96627 0.72053  0.26
O: 0.91533 -1.95654 4.97099  -0.49
C: 0.33129 -2.99758 5.07985  0.18
C: -1.13961 -3.20500 5.37639  0.29
C: -1.19630 -4.68541 5.74631  -0.84
C: -0.04048 -5.25273 4.93449  -0.44
O: 0.93117 -4.18793 4.87259  -0.25
H: -1.70630 -2.98749 4.47239  -0.32
H: -1.46698 -2.55389 6.18073  0.49
H: -2.14663 -5.16428 5.52078  0.34
H: -1.00243 -4.80867 6.81226  0.29
H: -0.33383 -5.50703 3.91386  0.22
H: 0.42040 -6.12162 5.39480  0.40
O: -2.07313 3.51725 2.66237  -0.62
C: -1.66721 2.77364 3.50382  0.38
C: -2.05468 1.32222 3.70899  -0.12
C: -1.54307 1.03518 5.11691  -0.02
C: -0.36577 1.99785 5.22089  0.04
O: -0.73760 3.13497 4.41308  -0.38
H: -1.54278 0.71476 2.96032  0.13
H: -3.12838 1.19653 3.61840  0.32
H: -1.26633 -0.00256 5.28621  -0.16
H: -2.30833 1.30321 5.84716  0.30
H: 0.55632 1.57890 4.82010  -0.07
H: -0.18627 2.32628 6.24131  0.28
O: -4.52821 0.49600 -4.59074  -0.57
C: -5.04840 -0.57358 -4.65926  0.58
C: -6.52743 -0.89873 -4.55935  -0.51
C: -6.51908 -2.40918 -4.31917  -0.42
C: -5.23509 -2.83106 -5.02292  -0.47
O: -4.34384 -1.71065 -4.88492  -0.29
H: -7.00439 -0.63424 -5.50359  0.27
H: -6.98512 -0.34400 -3.74662  0.30
H: -7.40051 -2.92650 -4.69143  0.34
H: -6.43718 -2.61030 -3.25031  0.19
H: -5.38907 -3.02011 -6.08737  0.27
H: -4.77247 -3.70615 -4.57395  0.32
O: 4.20935 3.35738 4.35539  -0.61
C: 4.05257 2.17611 4.34476  0.40
C: 5.11770 1.10159 4.20401  -0.56
C: 4.29494 -0.13949 3.85717  -0.40
C: 2.96871 0.15737 4.54511  -0.08
O: 2.83595 1.59657 4.49976  -0.28
H: 5.63507 1.00009 5.15860  0.28
H: 5.82644 1.36927 3.42663  0.32
H: 4.74008 -1.07876 4.17817  0.31
H: 4.14900 -0.18873 2.77657  0.27
H: 2.95958 -0.16039 5.58816  0.15
H: 2.12562 -0.29073 4.03894  0.15
O: -3.59480 -1.49390 4.21461  -0.55
C: -4.11030 -2.01988 3.27396  0.54
C: -5.58780 -2.25708 3.02974  -0.53
C: -5.57344 -3.28854 1.89968  -0.57
C: -4.26787 -2.95479 1.18623  -0.42
O: -3.39091 -2.46918 2.22163  -0.21
H: -6.04199 -1.31472 2.72118  0.27
H: -6.07067 -2.62173 3.93080  0.33
H: -6.44122 -3.24626 1.24546  0.36
H: -5.51868 -4.29313 2.32053  0.29
H: -4.38747 -2.16642 0.44101  0.31
H: -3.80849 -3.81717 0.71141  0.26
O: 1.31936 6.25175 0.66116  -0.61
C: 1.33267 5.07734 0.45685  0.48
C: 2.33958 4.06924 0.97358  -0.41
C: 2.09014 2.85793 0.07421  -0.30
C: 0.61536 3.02282 -0.26778  0.20
O: 0.37951 4.44159 -0.28446  -0.34
H: 2.11359 3.86361 2.02100  0.11
H: 3.34837 4.45922 0.88430  0.38
H: 2.31671 1.90057 0.53996  0.36
H: 2.69227 2.94140 -0.83240  0.13
H: -0.03742 2.57685 0.48579  0.04
H: 0.35937 2.61271 -1.24411  -0.12

- Frontier orbital gap: 8.605 eV
- Net charge: 0
- HOMO level: -9.82 eV
- Spin multiplicity: 1
- Largest force on an atom: 0.036 Eh/bohr

Molecular formula: C41H61BiN4O4S2Se
Method: DFT, ωB97M-V/def2-TZVPD

Each line ends with the Mulliken charge.
Geometry (Å):
Bi: -2.45994 -0.78969 -0.84863  1.82
C: 4.54903 -2.01247 -3.72062  -1.59
C: 4.41533 -0.57485 -3.28578  1.61
C: 5.76027 -0.22477 -2.52107  -1.33
C: 4.19616 0.29260 -4.57149  -1.92
C: 3.21956 -0.45023 -2.30167  0.16
C: 2.11758 0.42395 -2.44128  -0.14
C: 1.07837 0.45999 -1.53250  -0.14
Se: -0.34686 1.80323 -1.49960  0.07
C: 0.21640 2.40135 0.25717  0.09
C: 1.53862 2.69834 0.43398  -0.80
C: 1.95533 2.92175 1.72160  -0.55
C: 1.03486 2.95909 2.79550  -0.40
C: -0.30748 2.77150 2.63892  0.12
C: -0.76247 2.40849 1.28545  0.36
O: -1.98288 2.11666 1.07382  -1.17
C: -1.28389 2.79859 3.81191  2.69
C: -1.84256 1.40993 3.88597  -0.47
C: -2.36331 3.88637 3.50767  -2.01
C: -0.61413 3.20284 5.12965  -2.27
C: 3.46541 2.93816 2.06159  2.68
C: 3.85439 4.39602 1.62127  -1.82
C: 3.90984 2.61756 3.45314  -2.28
C: 4.31474 1.93035 1.25616  -1.85
C: 0.98134 -0.51458 -0.54796  0.21
O: -0.13082 -0.77002 0.01493  -0.17
C: 2.20157 -1.16919 -0.18029  0.21
C: 3.20454 -1.18222 -1.08097  -1.24
C: 2.22838 -1.89925 1.18759  3.13
C: 1.50530 -3.24114 1.19448  -2.01
C: 3.61354 -2.24494 1.59566  -2.46
C: 1.70153 -0.94009 2.26936  -0.89
H: 5.37689 -2.08312 -4.37160  0.58
H: 4.68116 -2.62318 -2.80001  0.25
H: 3.63117 -2.36142 -4.28703  0.19
H: 6.66800 0.02068 -3.18703  0.36
H: 5.51058 0.74949 -2.05653  0.25
H: 5.99942 -0.95312 -1.74529  0.30
H: 5.04904 0.10326 -5.27969  0.44
H: 3.30345 -0.07760 -5.16508  0.30
H: 4.20598 1.36623 -4.37672  0.34
H: 2.01855 1.08731 -3.31901  0.25
H: 2.19153 2.63834 -0.46515  0.35
H: 1.45192 3.08773 3.79961  0.26
H: -2.28205 1.11564 2.91181  -0.69
H: -1.00942 0.73328 4.12970  0.15
H: -2.68652 1.27201 4.59792  0.48
H: -1.90507 4.86584 3.61605  0.47
H: -2.84691 3.73655 2.54828  0.34
H: -3.16249 3.71174 4.26402  0.43
H: 0.09404 2.45239 5.54487  0.29
H: -0.00554 4.08924 4.93787  0.47
H: -1.29205 3.52790 5.92626  0.39
H: 3.23833 5.08798 2.20365  0.38
H: 4.91696 4.67183 1.71879  0.45
H: 3.65601 4.43364 0.50365  0.30
H: 3.70995 3.44847 4.09245  0.52
H: 3.49167 1.67148 3.86436  0.20
H: 5.00403 2.62693 3.41339  0.53
H: 4.24953 1.93807 0.15045  0.23
H: 5.38585 2.00713 1.48856  0.54
H: 4.07679 0.89130 1.54376  0.22
H: 4.07612 -1.77676 -0.92880  0.37
H: 1.74820 -3.86670 0.38867  0.27
H: 1.76539 -3.71851 2.09368  0.69
H: 0.43512 -3.09098 1.06125  0.20
H: 3.94440 -3.20983 1.11423  0.35
H: 4.35709 -1.46337 1.39692  0.24
H: 3.53728 -2.43071 2.66015  0.66
H: 0.68959 -0.61313 2.02225  -0.39
H: 1.66971 -1.47283 3.26432  0.64
H: 2.25604 -0.03991 2.38736  -0.52
C: 0.05500 -2.81765 -4.39302  -1.86
C: -0.68983 -2.43321 -3.13128  0.47
N: -1.39006 -1.37969 -3.02395  1.12
O: -1.48939 -0.64966 -4.21649  -0.76
C: -0.65889 -3.34064 -1.98478  0.03
C: 0.36866 -4.44754 -1.87453  -2.03
N: -1.51162 -3.09794 -0.96677  0.61
O: -1.47648 -3.89466 0.10080  -0.93
H: -0.65839 -2.96570 -5.17343  0.39
H: 0.49847 -3.77669 -4.19684  0.53
H: 0.86990 -2.12176 -4.61830  0.18
H: -2.19166 0.01641 -3.99222  0.21
H: 0.41262 -4.80011 -0.84799  0.54
H: 1.40790 -4.21478 -2.20325  0.24
H: 0.06359 -5.40186 -2.30143  0.44
S: -4.49838 -2.35499 -1.92510  -0.54
C: -5.60730 -1.15189 -2.71009  0.05
C: -6.87623 -1.55998 -2.99267  -0.50
C: -7.83104 -0.79287 -3.57313  -0.63
C: -7.50234 0.53209 -3.89444  -0.37
C: -6.21770 0.93118 -3.76124  -0.76
C: -5.29060 0.12510 -3.14020  0.88
S: -3.71335 0.84840 -2.81542  -0.43
H: -7.12952 -2.54309 -2.60824  0.34
H: -8.76655 -1.24373 -3.76705  0.38
H: -8.24807 1.26320 -4.38289  0.19
H: -5.96712 1.92405 -4.04809  0.41
N: -4.27086 0.73707 0.55664  -0.03
C: -5.20408 0.18068 1.49686  -0.71
C: -4.58244 -0.73418 2.56679  -0.17
C: -3.96649 -2.00315 2.08958  -0.75
N: -2.59202 -1.73215 1.52306  -0.47
H: -3.49344 1.24752 0.94813  0.00
H: -4.75955 1.11085 -0.24319  0.20
H: -5.97408 -0.37386 0.96020  0.40
H: -5.73512 1.05770 2.00454  0.31
H: -5.30689 -1.00595 3.34665  0.44
H: -3.73411 -0.24921 3.03357  -0.11
H: -4.52316 -2.59790 1.34959  0.35
H: -3.79170 -2.67894 2.94047  0.43
H: -2.05474 -2.61807 1.45482  0.26
H: -2.14038 -0.96898 2.08806  -0.10

- Frontier orbital gap: 5.798 eV
- Net charge: -2
- HOMO level: -1.64 eV
- Spin multiplicity: 1
- Largest force on an atom: 0.061 Eh/bohr